A.
C35H45ClF3KN2OPS2SbSe2 | ωB97M-V/def2-TZVPD

Geometry as XYZ:
```
94
Properties=species:S:1:pos:R:3:lowdin_charge:R:1
K -0.9653 -0.1345 0.4017 0.413
F -3.2827 1.2498 5.9982 0.104
C -3.0677 -0.0795 6.0187 -0.601
F -4.2145 -0.6731 5.6464 0.108
F -2.9203 -0.3914 7.3410 0.079
C -1.8749 -0.5187 5.2214 -0.161
C -0.8120 -1.0893 5.8937 -0.039
C 0.3054 -1.5167 5.1901 -0.085
C 0.2817 -1.3559 3.8147 -0.178
N -0.7204 -0.8010 3.1482 -0.022
C -1.8149 -0.3441 3.8055 -0.780
S -3.0416 0.4414 2.8981 0.510
H -0.8579 -1.2039 6.9683 0.109
H 1.1523 -1.9716 5.6843 0.087
H 1.1123 -1.7004 3.2041 0.069
Se 0.8386 -3.3358 0.6315 0.243
P 1.7724 -3.8466 -1.2364 0.048
Se 3.2605 -2.5790 -2.1193 0.180
C 2.4541 -5.5486 -1.0446 -0.410
C 1.5957 -6.5447 -0.5760 -0.114
C 2.0426 -7.8465 -0.4359 -0.098
C 3.3602 -8.1675 -0.7512 -0.116
C 4.2169 -7.1808 -1.2083 -0.103
C 3.7635 -5.8729 -1.3599 -0.121
C 0.4964 -4.1931 -2.5151 -0.411
C -0.8269 -3.8119 -2.3425 -0.114
C -1.7548 -4.0364 -3.3520 -0.091
C -1.3663 -4.6450 -4.5364 -0.109
C -0.0414 -5.0280 -4.7133 -0.099
C 0.8846 -4.7986 -3.7082 -0.117
H 0.5786 -6.2825 -0.3101 0.088
H 1.3677 -8.6138 -0.0756 0.094
H 3.7139 -9.1854 -0.6340 0.088
H 5.2457 -7.4239 -1.4478 0.092
H 4.4163 -5.0875 -1.7224 0.040
H -1.1157 -3.3255 -1.4205 0.056
H -2.7814 -3.7187 -3.2151 0.104
H -2.0906 -4.8113 -5.3253 0.093
H 0.2714 -5.4980 -5.6384 0.093
H 1.9250 -5.0662 -3.8522 0.099
C 0.4837 3.6560 5.3701 -0.196
C -0.1620 2.5549 4.5374 -0.435
Sb -0.4127 2.8699 2.4000 1.393
C -2.1623 4.1419 2.4590 -0.447
C -2.4990 4.8395 3.7700 -0.194
C 1.0857 4.4436 2.1515 -0.442
C 0.7405 5.8640 2.5868 -0.204
H 0.6229 3.3344 6.4082 0.059
H -0.1288 4.5579 5.3899 0.041
H 1.4662 3.9378 4.9837 0.050
H -1.1618 2.3258 4.9105 0.022
H 0.4098 1.6275 4.6289 0.031
H -2.9699 3.4672 2.1726 0.015
H -2.0501 4.8535 1.6382 0.039
H -2.6018 4.1223 4.5867 0.054
H -3.4488 5.3795 3.6947 0.060
H -1.7340 5.5639 4.0560 0.040
H 1.3103 4.4343 1.0818 0.020
H 1.9877 4.0871 2.6589 0.031
H -0.1789 6.2074 2.1094 0.054
H 1.5305 6.5713 2.3116 0.057
H 0.5958 5.9383 3.6658 0.039
O -0.4014 -0.7364 -2.1499 -0.624
S 0.5213 -0.0143 -3.0950 0.896
C -0.5186 1.1739 -3.9998 -0.296
C -0.9817 0.5437 -5.3201 -0.217
C -0.7264 -0.9609 -5.2222 -0.247
C 0.6298 -1.0890 -4.5487 -0.326
H 0.0543 2.0932 -4.1244 0.066
H -1.3342 1.3797 -3.3027 0.083
H -0.4033 0.9617 -6.1490 0.104
H -2.0315 0.7720 -5.5094 0.107
H -0.7474 -1.4569 -6.1953 0.106
H -1.4776 -1.4344 -4.5875 0.097
H 1.4403 -0.7024 -5.1742 0.098
H 0.8958 -2.0802 -4.1909 0.044
N 1.9020 0.1665 0.2405 0.000
H 2.0910 -0.7419 0.6627 -0.048
H 2.6525 0.7896 0.5197 0.016
H 2.0420 -0.0158 -0.7531 -0.048
Cl -2.8832 4.6290 -3.5866 0.577
C -1.2588 4.2665 -3.0028 -0.640
C -0.2013 4.7373 -3.7444 -0.194
C 1.1173 4.4550 -3.3857 -0.173
C 1.3098 3.6856 -2.2266 -0.152
C 0.2572 3.2146 -1.4850 -0.111
C -1.1287 3.4612 -1.8191 -0.411
C -2.1738 2.9166 -1.1070 -0.073
H -0.4156 5.3273 -4.6289 0.082
H 1.9478 4.8307 -3.9682 0.063
H 2.3188 3.4344 -1.9121 0.092
H 0.4597 2.5925 -0.6178 0.056
H -3.2030 3.1311 -1.3539 -0.004
H -1.9829 2.4288 -0.1593 -0.035
```

Calculated values
total charge: -2
2S+1: 1
gap between HOMO and LUMO: 0.174 Eh

B.
C35H45ClF3KN2OPS2SbSe2 | ωB97M-V/def2-TZVPD

Geometry as XYZ:
```
94
Properties=species:S:1:pos:R:3:lowdin_charge:R:1
K 0.1181 1.0630 -0.2206 0.469
F 1.1173 6.5064 -2.3031 0.110
C -0.1782 6.3693 -2.6338 -0.594
F -0.2362 6.1826 -3.9745 0.097
F -0.7342 7.6068 -2.4238 0.071
C -0.9168 5.3249 -1.8616 -0.151
C -1.9942 5.7123 -1.0904 -0.036
C -2.7170 4.7621 -0.3824 -0.080
C -2.3301 3.4400 -0.5205 -0.155
N -1.2933 3.0366 -1.2421 -0.064
C -0.5320 3.9444 -1.9101 -0.756
S 0.8346 3.3873 -2.7467 0.583
H -2.2671 6.7582 -1.0375 0.109
H -3.5497 5.0376 0.2490 0.090
H -2.8929 2.6515 -0.0235 0.099
Se -3.1849 -1.4594 -0.3304 0.219
P -3.8546 -1.3066 1.7111 0.009
Se -3.5087 0.5012 2.7871 0.174
C -5.6507 -1.6984 1.6807 -0.399
C -6.6078 -0.7883 2.1051 -0.116
C -7.9600 -1.0793 1.9748 -0.101
C -8.3647 -2.2889 1.4303 -0.115
C -7.4092 -3.2137 1.0254 -0.102
C -6.0623 -2.9193 1.1455 -0.112
C -3.2071 -2.7316 2.6780 -0.400
C -3.2750 -2.7039 4.0689 -0.111
C -2.7814 -3.7634 4.8129 -0.095
C -2.2188 -4.8636 4.1786 -0.108
C -2.1639 -4.9033 2.7933 -0.099
C -2.6553 -3.8410 2.0476 -0.142
H -6.2773 0.1512 2.5322 0.043
H -8.6962 -0.3508 2.2936 0.093
H -9.4202 -2.5065 1.3147 0.089
H -7.7115 -4.1638 0.5997 0.093
H -5.3143 -3.6267 0.8087 0.090
H -3.6940 -1.8296 4.5519 0.067
H -2.8271 -3.7245 5.8948 0.095
H -1.8115 -5.6783 4.7657 0.091
H -1.7322 -5.7575 2.2849 0.094
H -2.6026 -3.8547 0.9655 0.043
C 4.7429 -3.0270 -1.4816 -0.209
C 3.7602 -2.4748 -0.4555 -0.436
Sb 2.9737 -0.4395 -0.7245 1.453
C 4.7336 0.6884 -0.0717 -0.418
C 6.0605 -0.0504 0.0673 -0.200
C 3.3298 -0.3107 -2.8856 -0.438
C 4.7461 -0.0270 -3.3762 -0.201
H 4.9738 -4.0792 -1.2778 0.056
H 5.6845 -2.4773 -1.4698 0.040
H 4.3308 -2.9714 -2.4914 0.049
H 4.1909 -2.4953 0.5485 0.034
H 2.8603 -3.0943 -0.4265 0.023
H 4.4339 1.1018 0.8941 0.023
H 4.8265 1.5323 -0.7599 0.039
H 5.9624 -0.8996 0.7471 0.053
H 6.8330 0.6082 0.4780 0.060
H 6.4207 -0.4230 -0.8944 0.038
H 2.6543 0.4830 -3.2140 0.020
H 2.9480 -1.2458 -3.3077 0.031
H 5.1172 0.9122 -2.9627 0.054
H 4.7770 0.0638 -4.4684 0.056
H 5.4413 -0.8184 -3.0908 0.038
O 0.1550 -0.4792 -2.0117 -0.760
S -1.1148 -0.2396 -2.7517 0.817
C -1.4517 -1.8183 -3.6548 -0.307
C -1.4239 -1.5261 -5.1472 -0.250
C -0.3345 -0.4723 -5.3283 -0.241
C -0.6689 0.6036 -4.3104 -0.326
H -2.3951 -2.2265 -3.2929 0.057
H -0.6301 -2.4646 -3.3444 0.096
H -2.3846 -1.1099 -5.4634 0.108
H -1.2430 -2.4319 -5.7312 0.105
H -0.3003 -0.0795 -6.3466 0.108
H 0.6423 -0.9051 -5.0945 0.109
H -1.5478 1.1822 -4.6056 0.097
H 0.1346 1.2937 -4.0630 0.002
N 0.5306 -1.9766 1.2775 0.042
H 1.0417 -2.6289 1.8621 0.015
H -0.1122 -2.5137 0.7036 -0.003
H -0.0435 -1.4183 1.9029 0.012
Cl 3.4165 -0.3195 3.8423 0.587
C 3.5292 1.4321 3.7467 -0.636
C 4.5523 2.0420 4.4351 -0.187
C 4.7239 3.4234 4.3764 -0.179
C 3.8280 4.1601 3.5900 -0.159
C 2.8045 3.5544 2.9076 -0.082
C 2.5636 2.1343 2.9494 -0.395
C 1.5376 1.5230 2.2602 -0.154
H 5.2287 1.4350 5.0258 0.080
H 5.5330 3.9042 4.9126 0.061
H 3.9502 5.2370 3.5202 0.081
H 2.1246 4.1475 2.3049 0.097
H 0.7982 2.1234 1.7421 -0.024
H 1.3174 0.4755 2.4113 -0.026
```

Calculated values
total charge: -2
2S+1: 1
gap between HOMO and LUMO: 0.154 Eh

Q: Which of them is the most stable? A: A.

A.
C7H15NO2 | ωB97M-V/def2-TZVPD

Geometry as XYZ:
```
25
Properties=species:S:1:pos:R:3:lowdin_charge:R:1
C -0.9586 2.2881 0.2812 -0.106
C -1.2743 1.1228 1.2307 -0.241
C 0.0144 0.4713 1.6811 -0.188
C 0.8080 -0.1870 0.5283 -0.239
C 1.6852 -1.2830 0.8066 -0.084
C 1.7930 -2.0638 -0.3109 -0.135
N 1.0256 -1.4692 -1.2671 0.017
C 0.3945 -0.3529 -0.7876 -0.097
H -1.4681 3.2400 0.4478 0.067
H -1.0369 2.0084 -0.7646 0.044
H 0.0509 2.6739 0.4806 0.078
H -1.8002 1.5505 2.0891 0.104
H -1.9542 0.3969 0.7848 0.108
H 0.7334 1.1774 2.1137 0.112
H -0.0482 -0.3522 2.3961 0.107
H 1.9952 -1.4533 1.8273 0.105
H 2.2478 -3.0244 -0.4825 0.107
H 0.9270 -1.7929 -2.2118 0.148
H -0.1384 0.2247 -1.5372 0.076
O -0.0357 1.1293 -3.2144 -0.052
H -0.7025 1.7407 -3.5306 0.052
H 0.7068 1.6667 -2.9542 0.049
O -1.3644 -2.6271 0.8224 -0.051
H -0.6952 -3.3065 0.7285 0.029
H -0.9051 -1.7783 0.8424 -0.010
```

Calculated values
SMILES string: CCCc1cc[nH]c1.O.O
2S+1: 1
gap between HOMO and LUMO: 0.322 Eh

B.
C7H15NO2 | ωB97M-V/def2-TZVPD

Geometry as XYZ:
```
25
Properties=species:S:1:pos:R:3:lowdin_charge:R:1
C -1.1289 -0.4839 2.1630 -0.049
C -0.7029 0.0787 0.8420 -0.308
C -1.3678 1.0128 0.1063 -0.101
N -0.7094 1.1686 -1.0900 0.066
C 0.3922 0.3541 -1.1064 -0.301
C 1.3771 0.4394 -2.2130 -0.016
C 0.4548 -0.3169 0.0801 -0.241
C 1.2146 -1.5600 0.4271 -0.041
H -1.9291 0.1416 2.5747 0.080
H -0.4040 -0.6341 2.9546 0.076
H -1.6270 -1.4543 1.9818 0.083
H -2.3575 1.4233 0.2949 0.123
H -0.7766 2.0065 -1.6516 0.155
H 2.1745 1.1592 -1.9862 0.086
H 0.9883 0.8996 -3.1159 0.071
H 1.8214 -0.5289 -2.4433 0.082
H 0.6230 -2.2695 1.0061 0.075
H 1.5060 -2.1542 -0.4396 0.076
H 2.1162 -1.3254 0.9854 0.074
O -1.1342 -2.4238 -1.4136 -0.040
H -1.6383 -2.2156 -2.2054 0.043
H -1.4912 -1.8588 -0.7147 0.029
O 1.3705 2.2228 2.0017 -0.060
H 1.6003 1.3828 2.4176 0.030
H 0.6059 1.9617 1.4630 0.005
```

Calculated values
SMILES string: Cc1c[nH]c(C)c1C.O.O
2S+1: 1
gap between HOMO and LUMO: 0.324 Eh

Q: Which of them is the most stable? A: B.

A.
C6H6N2 | ωB97M-V/def2-TZVPD

Geometry as XYZ:
```
14
Properties=species:S:1:pos:R:3:lowdin_charge:R:1
C 2.4051 -0.4026 -0.1533 0.124
C 1.3618 0.0826 0.2974 -0.188
C 0.1729 0.6537 0.0399 -0.349
N 0.4942 2.1030 -0.0793 0.079
C -0.8909 -0.0940 -0.0842 -0.373
C -0.5788 -1.5768 0.0306 -0.090
C -2.1872 0.3632 -0.2862 -0.103
N -3.5137 0.3916 0.0387 0.098
H 3.3234 -0.9952 -0.8990 0.181
H -0.3538 2.8513 0.0634 0.157
H 1.2672 2.5408 0.4109 0.071
H -0.6023 -1.8920 1.2906 0.143
H -1.5418 -2.3513 -0.3981 0.153
H 0.6438 -1.6743 -0.2713 0.098
```

Calculated values
SMILES string: C#C/C(N)=C(\C)C#N
2S+1: 1
gap between HOMO and LUMO: 0.300 Eh

B.
C6H6N2 | ωB97M-V/def2-TZVPD

Geometry as XYZ:
```
14
Properties=species:S:1:pos:R:3:lowdin_charge:R:1
C -1.5405 1.3351 0.2170 -0.087
C 0.0755 0.9753 0.1136 -0.177
C 0.7380 0.0544 -0.9049 -0.437
C 0.4303 -0.3640 1.0160 -0.097
C -0.5610 -1.3970 0.3929 -0.073
C -0.4537 -1.0334 -0.9123 -0.058
H 0.6214 1.8983 0.2067 0.111
H 0.8623 0.7939 -1.7346 0.147
H 2.4199 0.4614 -0.1161 0.170
H 0.8558 -0.3262 1.9662 0.094
H -1.6086 -2.0232 0.6907 0.179
H -0.9493 -1.6820 -1.7304 0.126
N -2.5960 1.7241 0.8419 0.068
N 1.7058 -0.4168 -0.0466 0.033
```

Calculated values
2S+1: 1
gap between HOMO and LUMO: 0.374 Eh

Q: Which of them is the most stable? A: B.

A.
C9H17N2S | ωB97M-V/def2-TZVPD

Geometry as XYZ:
```
29
Properties=species:S:1:pos:R:3:lowdin_charge:R:1
C 0.0684 -1.3593 0.2180 -0.134
C -1.2660 -1.0443 0.1020 -0.112
C 0.9007 -0.2181 0.3705 -0.313
C -1.5642 0.3003 0.4397 -0.500
C -4.0559 -0.4759 -1.0710 -0.007
C -5.1799 0.8303 0.5430 -0.066
C 5.3195 -0.3996 0.7569 -0.179
C 4.7564 0.9231 -1.1460 -0.169
C -2.8443 0.9337 0.4723 -0.030
N -3.9646 0.4833 -0.0184 -0.183
N 4.3723 -0.0981 -0.2404 -0.254
S -0.0680 1.1624 0.6049 1.100
H 0.4502 -2.4049 0.2655 0.136
H -2.0648 -1.6930 0.2465 0.092
H 1.9851 -0.2814 0.3483 0.057
H -5.0793 -0.7456 -1.4597 0.142
H -3.4200 -0.3574 -1.8531 0.082
H -3.8050 -1.4393 -0.6343 0.095
H -5.3150 1.4254 1.4460 0.108
H -5.8368 1.4560 -0.0584 0.116
H -5.6766 -0.1143 0.8430 0.130
H 6.2615 -0.7832 0.3316 0.076
H 5.5714 0.4101 1.4293 0.069
H 4.8697 -1.1963 1.5206 0.119
H 5.0087 1.7820 -0.6069 0.043
H 5.7114 0.6014 -1.8550 0.135
H 3.8481 1.3219 -1.7026 0.090
H -2.9079 1.9199 1.3478 0.242
H 3.9249 -0.9391 -0.6404 0.115
```

Calculated values
total charge: +1
2S+1: 1
gap between HOMO and LUMO: 0.224 Eh

B.
C9H17N2S | ωB97M-V/def2-TZVPD

Geometry as XYZ:
```
29
Properties=species:S:1:pos:R:3:lowdin_charge:R:1
C 1.8936 2.0747 1.5152 -0.342
C 0.7626 1.4857 1.0764 -0.358
C 0.9060 0.9057 -0.2422 -0.234
C 2.1156 1.1431 -0.8322 -0.537
C -0.6033 1.5498 1.8060 -0.015
C 2.7228 0.5984 -2.0654 -0.092
C -1.2732 1.2339 -1.4634 -0.020
C -1.0376 -1.0592 -0.5178 -0.040
C -0.3110 0.1874 -0.9512 -0.260
N -0.5664 -1.8640 0.3505 0.186
N -2.1727 -3.7034 1.3597 0.063
S 3.1817 1.9681 0.3130 1.041
H 2.1821 2.5396 2.4961 0.101
H -0.9978 0.4673 1.6160 0.092
H -0.3341 1.6885 2.7939 0.041
H -1.2228 2.4379 1.3887 0.120
H 1.9577 -0.0657 -2.6943 0.122
H 2.8847 1.4941 -2.6912 0.092
H 3.6563 0.1697 -1.7531 0.070
H -1.6906 1.8926 -0.7622 0.069
H -0.5753 1.9074 -1.9604 0.112
H -1.9714 0.8084 -2.0191 0.037
H -1.8608 -1.2832 -1.1513 0.142
H 0.3673 -0.3249 -1.8047 0.174
H -2.1848 -3.7250 2.3813 0.086
H 0.0955 -1.4312 0.9503 0.116
H -1.5776 -4.5077 1.1653 0.078
H -3.0438 -3.9650 0.8966 0.085
H -1.3029 -2.6229 0.7996 0.071
```

Calculated values
total charge: +1
2S+1: 1
gap between HOMO and LUMO: 0.291 Eh

Q: Which of them is the most stable? A: B.

A.
C9H8N2O2 | ωB97M-V/def2-TZVPD

Geometry as XYZ:
```
21
Properties=species:S:1:pos:R:3:lowdin_charge:R:1
N 1.4525 -3.4077 0.8349 0.201
C 0.8256 -2.3525 1.1423 -0.402
N -0.4088 -2.1089 1.7304 0.202
C -0.7035 -0.8941 1.8275 -0.469
O -1.7129 -0.3348 2.4001 0.009
C 0.4917 -0.0180 1.3631 -0.005
C -0.0439 0.7017 0.0522 -0.126
C -0.8502 1.7261 0.2228 -0.125
C -1.1106 2.5202 -0.8307 -0.122
C -0.8640 2.1619 -2.2258 -0.024
C -0.0461 0.9596 -2.3268 -0.105
C 0.3415 0.2582 -1.2833 -0.015
O 1.3488 -1.1584 0.8780 0.053
H 1.3815 -3.8361 0.0022 0.074
H 2.4251 -3.6130 1.3102 0.202
H 0.7112 0.5729 1.9672 0.036
H -1.0509 2.1219 1.3923 0.198
H -1.8251 3.5220 -0.5888 0.157
H -1.2643 2.9995 -3.0114 0.146
H 0.0743 0.7649 -3.2323 0.022
H 0.8281 -0.5855 -1.6240 0.093
```

Calculated values
SMILES string: NC1=NC(=O)[C@H](c2ccccc2)O1
2S+1: 1
gap between HOMO and LUMO: 0.312 Eh

B.
C9H8N2O2 | ωB97M-V/def2-TZVPD

Geometry as XYZ:
```
21
Properties=species:S:1:pos:R:3:lowdin_charge:R:1
N 4.5905 1.8739 -0.6393 0.136
C 3.8716 0.8801 -0.5322 -0.267
N 3.2248 -0.2434 -0.8264 0.104
C 2.1757 -0.9328 -0.1196 -0.517
O 1.6915 -1.9951 -0.3309 0.142
O 1.9111 -0.2088 1.0157 -0.003
C 0.5160 -0.4014 1.5398 -0.122
C -0.7237 -0.1227 0.7148 -0.250
C -1.2806 1.1696 0.7815 -0.045
C -2.3404 1.5219 -0.1249 -0.086
C -2.8293 0.6052 -1.0990 -0.125
C -2.3566 -0.6964 -1.0737 -0.093
C -1.1746 -1.0576 -0.2845 -0.017
H 3.5422 -0.9225 -1.6127 0.211
H 0.4904 0.3611 2.3761 0.113
H 0.1964 -1.4579 2.2762 0.207
H -0.9891 1.9136 1.6620 0.150
H -2.8324 2.5188 -0.2648 0.107
H -3.8221 0.8563 -1.6208 0.125
H -2.9824 -1.5435 -1.5270 0.122
H -0.8791 -2.1183 -0.3102 0.106
```

Calculated values
SMILES string: N#CNC(=O)OCc1ccccc1
2S+1: 1
gap between HOMO and LUMO: 0.360 Eh

C.
C9H8N2O2 | ωB97M-V/def2-TZVPD

Geometry as XYZ:
```
21
Properties=species:S:1:pos:R:3:lowdin_charge:R:1
C -2.8481 -0.6343 -1.0531 -0.292
C -1.9191 -0.5902 0.1392 0.005
C -1.2356 -0.7815 1.1571 0.021
C -0.2647 -0.5283 2.0443 -0.269
C 1.0378 0.0181 3.7368 -0.193
C 1.9256 0.1037 2.6253 -0.022
C 1.3074 -0.1203 0.2329 -0.036
C 1.3353 0.2741 -0.9555 0.060
C 1.8529 0.7817 -2.3276 -0.199
H -2.4400 1.0601 -2.6756 0.307
H -3.7169 0.0587 -0.5627 0.133
H -3.5652 -1.9944 -1.1782 0.236
H 1.5261 0.1107 4.8006 0.127
H 2.9692 0.4387 2.1424 0.163
H 1.9637 1.8940 -2.4019 0.120
H 2.7721 0.1898 -2.5767 0.128
H -0.1119 0.2424 -2.7440 0.067
N -0.2465 -0.3039 3.4295 0.092
N 1.0279 -0.1238 1.5470 -0.074
O -2.1979 -0.1962 -2.3102 -0.241
O 0.8281 0.1010 -3.0695 -0.132
```

Calculated values
2S+1: 1
gap between HOMO and LUMO: 0.280 Eh

Q: Which of them is the most stable? A: B.